1.
DFT (wB97M-V/def2-TZVPD) results for a cluster of 3 separate species, C5H13O3 in total at a distorted geometry.

Geometry as XYZ:
```
21
Properties=species:S:1:pos:R:3:lowdin_spin:R:1
C 1.372 0.367 -5.163 0.006
O 1.164 -0.650 -4.216 0.029
C 0.229 -0.306 -3.222 0.057
C 0.157 -1.375 -2.181 0.509
H 2.114 0.005 -5.885 0.001
H 0.437 0.614 -5.695 0.000
H 1.758 1.285 -4.684 0.000
H -0.770 -0.159 -3.687 0.003
H 0.498 0.666 -2.765 0.004
H -0.814 -1.114 -0.865 0.008
H -0.280 -2.322 -2.516 0.025
H 1.075 -1.521 -1.603 0.023
O -1.673 -1.051 0.124 0.285
C -1.648 1.850 0.506 0.000
O -2.174 0.854 1.357 0.002
C -1.508 -0.370 1.292 0.025
H -2.189 2.781 0.713 0.000
H -0.574 2.007 0.702 0.000
H -1.786 1.589 -0.555 0.000
H -1.886 -0.979 2.131 0.015
H -0.413 -0.216 1.455 0.009
```

HOMO-LUMO gap (spin up / spin down) ... 10.64 / 7.74 eV
Spin multiplicity ... 2
Expectation value of S² ... 0.767
LUMO energy (spin up / spin down) ... 0.83 / -2.15 eV
Energy above the lowest of the compared OMol25 structures with the same formula, charge and spin ... 43.9 kcal per mole
F_max ... 3.5 eV/A

=====

2.
DFT (wB97M-V/def2-TZVPD) results for a structure of composition C30H23N8O3RuS at a distorted geometry.

Geometry as XYZ:
```
66
Properties=species:S:1:pos:R:3:lowdin_spin:R:1
Ru -1.092 1.499 1.360 1.686
C 6.428 -6.290 -6.602 0.008
O 5.028 -6.524 -6.430 0.169
C 4.317 -5.601 -5.793 0.133
C 4.896 -4.404 -5.297 0.079
C 4.127 -3.519 -4.545 0.035
C 2.797 -3.743 -4.361 0.153
C 2.151 -4.839 -5.008 0.015
C 2.958 -5.816 -5.549 0.080
C 2.077 -2.924 -3.454 -0.002
N 2.582 -1.793 -2.932 0.097
C 1.601 -1.219 -2.198 0.024
C 0.473 -2.082 -2.181 0.094
N 0.803 -3.109 -3.004 0.018
C -0.548 -1.819 -1.202 0.000
C -1.489 -2.775 -0.806 0.042
C -2.431 -2.472 0.148 -0.008
C -2.451 -1.152 0.651 0.051
N -1.457 -0.236 0.345 0.003
C -0.473 -0.586 -0.491 0.042
C 0.647 0.331 -0.630 0.013
N 0.671 1.475 0.158 0.055
C 1.786 2.176 0.315 0.010
C 2.957 1.641 -0.253 0.011
C 2.975 0.533 -1.053 0.007
C 1.752 -0.056 -1.424 0.011
H 6.882 -7.165 -7.130 0.000
H 6.901 -6.326 -5.613 0.004
H 6.597 -5.296 -7.109 0.003
H 5.993 -4.380 -5.296 0.003
H 4.518 -2.576 -4.251 -0.001
H 1.075 -5.072 -4.964 -0.002
H 2.562 -6.821 -5.806 0.001
H 0.093 -3.879 -3.153 0.000
H -1.463 -3.817 -1.158 0.002
H -3.199 -3.140 0.432 -0.001
H -3.267 -0.822 1.329 0.003
H 1.806 3.148 0.818 0.001
H 3.875 2.076 0.175 0.001
H 3.981 0.084 -1.355 0.000
N -6.464 3.440 6.272 0.298
C -5.116 3.164 6.030 0.150
C -4.273 4.254 5.983 0.130
C -2.915 4.142 5.748 -0.006
C -2.390 2.875 5.531 0.214
C -3.181 1.718 5.738 -0.004
C -4.584 1.849 5.919 0.122
S -0.761 2.803 4.781 0.005
O -0.090 4.064 5.025 0.014
O -0.097 1.524 4.853 0.004
N -1.162 2.762 3.051 0.069
C -1.567 3.809 2.325 0.022
N -1.811 5.043 2.733 0.004
C -2.030 5.947 1.784 0.019
C -2.057 5.652 0.436 0.014
C -1.991 4.368 0.076 0.015
N -1.747 3.428 1.035 0.071
H -6.663 4.284 5.695 0.010
H -7.122 2.697 6.018 0.008
H -4.580 5.255 6.142 0.003
H -2.262 5.019 5.665 -0.002
H -2.672 0.783 5.775 -0.003
H -5.238 0.987 5.760 0.003
H -2.147 7.017 2.154 0.001
H -2.416 6.357 -0.281 0.001
H -2.101 4.046 -0.933 0.000
```

HOMO-LUMO gap (spin up / spin down) ... 6.48 / 4.72 eV
Spin multiplicity ... 5
Expectation value of S² ... 6.088
LUMO energy (spin up / spin down) ... -8.22 / -10.96 eV
Energy above the lowest of the compared OMol25 structures with the same formula, charge and spin ... 53.9 kcal per mole
F_max ... 4.4 eV/A
Charge ... +3

=====

3.
DFT (wB97M-V/def2-TZVPD) results for a structure of composition C25H47Cl2IrNO3P2S at a distorted geometry.

Geometry as XYZ:
```
82
Properties=species:S:1:pos:R:3:lowdin_spin:R:1
Ir -0.456 -0.194 -0.139 1.187
Cl -0.158 0.733 -2.201 0.138
P -2.591 -0.411 -0.339 0.087
C -2.915 -1.302 -1.916 0.000
C -3.358 -1.324 1.033 0.006
C -3.171 1.331 -0.514 0.103
C -1.870 -2.349 -2.311 0.019
H -2.868 -0.475 -2.646 0.000
C -4.307 -1.918 -1.895 0.000
H -4.338 -2.817 -1.265 0.000
H -4.535 -2.210 -2.925 0.000
H -5.083 -1.222 -1.562 0.000
H -0.913 -1.883 -2.558 0.010
H -2.239 -2.881 -3.197 0.000
H -1.690 -3.083 -1.514 0.005
H -2.575 1.676 -1.381 0.003
C -2.886 2.260 0.629 0.496
C -4.650 1.301 -0.835 0.045
H -4.851 0.825 -1.796 0.006
H -4.993 2.340 -0.876 0.004
H -5.215 0.785 -0.043 0.001
H -1.641 2.314 1.257 0.093
H -3.540 2.100 1.493 0.014
H -2.965 3.293 0.273 0.015
C -2.713 -2.694 1.264 0.001
H -4.377 -1.453 0.634 0.001
C -3.420 -0.515 2.318 0.002
H -2.748 -3.343 0.383 0.000
H -3.268 -3.178 2.076 0.000
H -1.670 -2.582 1.583 0.001
H -2.439 -0.132 2.639 0.001
H -3.782 -1.179 3.112 0.000
H -4.102 0.334 2.234 0.000
Cl 0.180 -0.930 1.899 0.181
H 0.066 -1.552 -0.683 0.164
P 2.671 0.462 -0.262 0.012
C 3.007 2.035 -1.160 0.002
C 3.550 0.492 1.361 0.002
C 3.185 -0.928 -1.365 0.002
C 1.948 3.095 -0.828 0.003
H 2.875 1.757 -2.222 0.000
C 4.417 2.566 -0.909 0.001
H 4.499 2.957 0.115 0.000
H 4.600 3.387 -1.616 0.000
H 5.184 1.798 -1.059 0.000
H 0.951 2.757 -1.135 0.003
H 2.188 4.019 -1.375 0.000
H 1.912 3.336 0.240 0.000
H 2.560 -0.721 -2.256 0.001
C 2.784 -2.315 -0.837 0.022
C 4.671 -0.820 -1.707 0.000
H 4.874 0.079 -2.300 0.000
H 4.966 -1.700 -2.293 0.000
H 5.281 -0.790 -0.791 0.000
H 1.896 -2.261 -0.193 0.020
H 3.607 -2.796 -0.292 0.001
H 2.521 -2.945 -1.699 0.001
C 2.815 1.478 2.291 0.004
H 4.570 0.860 1.135 0.000
C 3.630 -0.901 1.996 0.001
H 2.995 2.525 2.010 0.000
H 3.165 1.330 3.323 0.000
H 1.728 1.297 2.281 0.003
H 2.620 -1.309 2.161 0.001
H 4.124 -0.794 2.973 0.000
H 4.207 -1.603 1.384 0.000
O -1.330 1.267 3.710 0.170
C -0.824 2.313 3.293 0.167
N -0.895 2.808 2.000 0.294
S -0.731 4.474 1.883 0.042
O 0.205 4.823 0.866 0.019
O -2.012 5.146 1.923 0.012
C 0.068 4.512 3.457 0.140
C 0.727 5.593 4.031 0.008
C 1.271 5.422 5.316 0.162
C 1.140 4.190 5.982 0.052
C 0.482 3.117 5.385 0.079
C -0.044 3.286 4.091 0.172
H 0.808 6.519 3.486 -0.004
H 1.788 6.243 5.793 0.013
H 1.562 4.078 6.991 0.001
H 0.353 2.146 5.872 0.005
```

HOMO-LUMO gap (spin up / spin down) ... 3.40 / 6.19 eV
Spin multiplicity ... 5
Expectation value of S² ... 6.029
LUMO energy (spin up / spin down) ... 2.24 / 1.12 eV
F_max ... 4.2 eV/A
Charge ... -1